{"formula": "C3H3NOS2", "method": "ωB97M-V/def2-TZVPD", "relative_energy_kj_mol": 304.6, "homo_lumo_gap_ev": [6.74, 7.24], "symbols": ["C", "C", "C", "N", "O", "S", "S", "H", "H", "H"], "positions_angstrom": [[-1.541793, 0.105918, 0.369313], [-0.532254, 2.106896, 1.532723], [0.935731, -0.659142, -0.492839], [-0.861518, 1.237274, 0.779449], [-0.163777, 3.021114, 2.154827], [-0.850858, -0.755945, -0.822408], [0.990851, -2.263360, -0.009359], [-2.470617, -0.076785, 0.925856], [1.602886, -0.254528, -1.384069], [0.984609, -0.012762, 0.330755]], "forces_ev_per_a": [[-0.042, 1.643, 0.804], [-0.330, -0.326, -0.424], [1.993, 2.078, -2.265], [0.078, 0.084, 0.438], [0.063, 0.069, 0.210], [-1.131, -1.090, -0.717], [0.188, -2.373, 0.258], [0.424, -0.479, -0.714], [-1.659, -0.906, 1.608], [0.418, 1.300, 0.800]], "mulliken_charge": [0.007, 0.533, -0.269, -0.322, -0.439, -0.054, -0.287, 0.390, 0.302, 0.139]}

---

{"formula": "C11H13FSe", "method": "ωB97M-V/def2-TZVPD", "relative_energy_kj_mol": 9.8, "smiles": "F[C@@H]1CCC[C@@H]1[Se]c1ccccc1", "homo_lumo_gap_ev": 9.06, "symbols": ["F", "C", "C", "C", "C", "C", "Se", "C", "C", "C", "C", "C", "C", "H", "H", "H", "H", "H", "H", "H", "H", "H", "H", "H", "H", "H"], "positions_angstrom": [[-2.650824, -2.081272, -0.854358], [-2.906281, -1.036482, 0.028249], [-3.111034, 0.250013, -0.762101], [-2.516927, 1.385778, 0.041692], [-1.146220, 0.814008, 0.640942], [-1.490290, -0.665406, 0.972127], [0.006523, -1.981568, 0.470559], [1.509372, -0.797411, 0.088151], [2.364288, -0.405414, 1.151189], [3.579208, 0.266867, 0.888184], [4.022483, 0.299883, -0.372651], [3.286384, -0.110216, -1.478412], [2.121314, -0.855672, -1.208661], [-3.690650, -1.335392, 0.782136], [-4.162255, 0.249108, -0.916678], [-2.619662, 0.248483, -1.793641], [-2.326042, 2.385944, -0.516893], [-3.311130, 1.589007, 0.766819], [-0.423280, 1.030742, -0.083577], [-0.847302, 1.464342, 1.506313], [-1.861988, -0.708106, 1.977840], [1.986825, -0.379285, 2.145033], [4.226792, 0.565553, 1.654029], [4.857996, 0.962798, -0.552564], [3.594328, -0.017011, -2.577152], [1.508374, -1.139288, -1.996587]], "forces_ev_per_a": [[-0.518, 0.102, 0.618], [3.350, 0.501, 1.181], [0.935, -0.443, -1.504], [0.359, 1.143, 0.038], [-2.902, 0.854, 1.288], [-0.705, -0.025, -2.579], [-0.709, 1.206, 0.402], [2.401, -1.574, 0.284], [-0.565, 1.506, -1.083], [-2.148, -2.416, 0.852], [1.028, 2.243, -2.841], [-0.605, -1.862, -0.797], [-0.347, 2.600, 1.673], [0.555, 0.309, -1.157], [-1.049, 0.927, -0.401], [-0.510, -0.708, 1.378], [-0.431, -1.836, 0.684], [0.633, 0.360, 0.645], [1.251, -0.456, -1.242], [-0.303, -0.963, -0.403], [0.484, -0.485, 0.677], [-0.251, -0.375, 0.726], [0.523, 0.631, 1.194], [0.554, -0.358, -0.155], [-0.148, 0.023, 1.960], [-0.883, -0.903, -1.438]], "mulliken_charge": [-0.317, 0.236, -0.683, -0.694, -0.645, -0.482, 0.036, 0.111, -0.348, -0.505, -0.281, -0.320, -0.548, 0.281, 0.377, 0.260, 0.326, 0.296, 0.349, 0.277, 0.485, 0.396, 0.400, 0.310, 0.278, 0.400]}

---

{"formula": "C49H47F7IN3OS", "method": "ωB97M-V/def2-TZVPD", "homo_lumo_gap_ev": 7.73, "symbols": ["C", "C", "N", "C", "C", "C", "C", "C", "I", "C", "O", "C", "C", "C", "F", "C", "N", "S", "N", "C", "H", "H", "H", "H", "H", "H", "H", "H", "H", "H", "H", "H", "H", "H", "H", "H", "H", "F", "C", "C", "C", "C", "C", "C", "H", "H", "H", "H", "H", "F", "C", "C", "C", "C", "C", "C", "H", "H", "H", "H", "H", "F", "C", "C", "C", "C", "C", "C", "H", "H", "H", "H", "H", "F", "C", "C", "C", "C", "C", "C", "H", "H", "H", "H", "H", "F", "C", "C", "C", "C", "C", "C", "H", "H", "H", "H", "H", "F", "C", "C", "C", "C", "C", "C", "H", "H", "H", "H", "H"], "positions_angstrom": [[-2.728674, -2.854629, 4.256631], [-4.038993, -2.353644, 3.477679], [-4.495222, -3.427567, 2.560384], [-4.613889, -3.021897, 1.174404], [-3.571651, -2.457090, 0.322181], [-2.131768, -2.183162, 0.880203], [-1.866279, -0.714812, 1.446015], [-2.996527, 0.336151, 1.158514], [-0.027444, 0.107936, 0.533980], [-3.782175, -2.104766, -1.167982], [-2.694125, -1.628677, -1.879340], [-2.947241, -0.381686, -2.555984], [-2.013949, -0.382349, -3.861828], [-5.098858, -2.351035, -1.727002], [-5.367446, -2.103001, -3.063016], [-6.253422, -2.903918, -0.915692], [-7.545111, -3.151717, -1.338824], [-8.308449, -3.788981, 0.018060], [-7.102633, -3.761683, 1.190797], [-5.988702, -3.237363, 0.539751], [-3.039751, -3.243579, 5.271055], [-2.200728, -3.693533, 3.729996], [-1.987541, -2.033681, 4.436732], [-3.888867, -1.356834, 2.994648], [-4.831178, -2.232512, 4.274786], [-3.948258, -4.284150, 2.655146], [-1.928072, -2.961980, 1.667152], [-1.424274, -2.388206, 0.023978], [-1.688632, -0.717133, 2.552864], [-2.708599, 1.283531, 1.714583], [-4.016216, 0.047820, 1.531412], [-3.100547, 0.631047, 0.088960], [-4.013803, -0.216023, -2.858055], [-2.630381, 0.522548, -1.975132], [-2.604213, -0.371399, -4.814893], [-1.340408, 0.530906, -3.831454], [-1.301896, -1.261853, -3.823041], [-3.024493, 2.248020, -1.130041], [-2.222348, 3.320203, -1.197921], [-1.829191, 3.793389, -2.436787], [-1.004642, 4.908009, -2.510932], [-0.574290, 5.529954, -1.344754], [-0.972499, 5.042471, -0.105635], [-1.805926, 3.933349, -0.030538], [-2.168155, 3.290236, -3.334807], [-0.696608, 5.291503, -3.476984], [0.073125, 6.397479, -1.403098], [-0.633554, 5.526091, 0.802970], [-2.131935, 3.545936, 0.926703], [0.304841, -1.664147, 4.361956], [1.100611, -2.716346, 4.631638], [0.868571, -3.923412, 3.996951], [1.693131, -5.007008, 4.271800], [2.733469, -4.872103, 5.186668], [2.952605, -3.654440, 5.821210], [2.134714, -2.567835, 5.537900], [0.048891, -4.010951, 3.293968], [1.525452, -5.953356, 3.775348], [3.374087, -5.719309, 5.404110], [3.760256, -3.551068, 6.536430], [2.295814, -1.611065, 6.016108], [0.648685, -7.142053, 2.577631], [1.204591, -7.423472, 1.382287], [1.889020, -6.431149, 0.703679], [2.466119, -6.722456, -0.525837], [2.342591, -7.998037, -1.065539], [1.647784, -8.984209, -0.374878], [1.079459, -8.697528, 0.859640], [1.967568, -5.440910, 1.136687], [3.011119, -5.955629, -1.063246], [2.789647, -8.222931, -2.027124], [1.548595, -9.976717, -0.798138], [0.541969, -9.455486, 1.416164], [3.679231, 0.143423, 6.874364], [3.953349, 0.923736, 5.812191], [3.449503, 0.580815, 4.570147], [3.728734, 1.389504, 3.475620], [4.516627, 2.524301, 3.634078], [5.020753, 2.854706, 4.886842], [4.733309, 2.053073, 5.984443], [2.845370, -0.309604, 4.463219], [3.332815, 1.134474, 2.499616], [4.737470, 3.152156, 2.778289], [5.637987, 3.737003, 5.008817], [5.110127, 2.299678, 6.969501], [0.068186, 8.487191, -3.075951], [1.169893, 8.258360, -3.809401], [1.039747, 7.929309, -5.147067], [2.179377, 7.697186, -5.906308], [3.435736, 7.786023, -5.317185], [3.553906, 8.112457, -3.971044], [2.415213, 8.355696, -3.212985], [0.052748, 7.856287, -5.587108], [2.088330, 7.446290, -6.956367], [4.324353, 7.600271, -5.909769], [4.533234, 8.177571, -3.511611], [2.488708, 8.619816, -2.165005], [0.526259, 4.803605, -5.779880], [1.310313, 3.746210, -5.511631], [1.065033, 2.540213, -6.144538], [1.878890, 1.448110, -5.869908], [2.921486, 1.571034, -4.958429], [3.155302, 2.785920, -4.325157], [2.349682, 3.881803, -4.606184], [0.243091, 2.460649, -6.845739], [1.699908, 0.501456, -6.365813], [3.552906, 0.716799, -4.741995], [3.965613, 2.879717, -3.611786], [2.523664, 4.838657, -4.127525]], "forces_ev_per_a": [[-0.465, 0.368, 0.509], [0.628, -0.888, 1.650], [0.360, 1.245, -1.350], [-0.113, 0.435, -2.724], [-1.395, -0.340, 0.468], [-0.159, -0.523, -0.551], [-1.041, 0.001, -0.111], [0.246, 0.784, 0.389], [-0.549, -0.311, 0.445], [-2.897, -1.170, 1.209], [-1.918, -0.050, 0.845], [1.100, 1.286, -2.115], [0.325, 0.336, 0.651], [0.846, -0.087, 0.938], [0.476, -0.255, 1.640], [0.588, 0.091, 0.705], [2.143, -0.264, 2.521], [1.985, 0.729, -0.065], [1.137, 1.238, -3.174], [-0.264, -0.150, -0.284], [0.415, 0.337, -1.088], [-0.534, 0.817, 0.340], [-0.710, -0.736, -0.198], [-0.132, -1.139, 0.169], [0.717, 0.140, -0.918], [-0.175, 0.448, -0.046], [-0.120, 0.939, -0.650], [-0.755, 0.260, 1.020], [0.131, -0.187, -1.153], [-0.370, -1.034, -0.649], [1.014, -0.058, -0.287], [0.199, -0.647, 1.015], [0.898, -0.573, 0.453], [-0.297, -1.511, -0.077], [0.595, -0.172, 0.892], [-0.876, -0.945, -0.172], [-1.039, 0.850, -0.119], [-0.372, 0.259, -0.047], [0.649, 0.908, -0.055], [-0.114, -0.195, -0.206], [0.036, 0.010, 0.214], [0.088, 0.074, 0.008], [-0.032, -0.067, -0.236], [-0.092, -0.110, 0.221], [-0.017, 0.005, 0.038], [-0.025, -0.057, 0.037], [-0.070, -0.045, -0.008], [-0.052, -0.052, -0.039], [0.010, -0.023, -0.051], [-0.010, 0.206, -0.058], [0.416, -0.591, 0.133], [-0.164, 0.027, -0.175], [0.250, 0.132, 0.259], [0.011, 0.038, 0.010], [-0.117, -0.158, -0.177], [-0.062, 0.214, 0.139], [0.046, 0.023, -0.006], [0.076, 0.339, 0.256], [-0.046, 0.057, -0.014], [-0.058, 0.053, -0.049], [-0.069, -0.099, 0.075], [-0.307, -0.300, -0.173], [0.311, -0.169, -0.708], [-0.008, 0.263, 0.168], [-0.111, -0.254, 0.037], [0.045, 0.009, -0.069], [0.077, 0.234, 0.016], [-0.148, -0.167, 0.180], [-0.005, -0.040, 0.015], [-0.057, -0.019, 0.062], [-0.036, 0.011, 0.069], [-0.003, 0.054, 0.063], [-0.001, 0.055, 0.000], [-0.021, -0.073, 0.128], [0.154, 0.429, -0.578], [-0.132, -0.160, -0.017], [0.152, 0.145, 0.174], [0.008, 0.032, -0.071], [-0.144, -0.167, -0.111], [0.086, 0.029, 0.251], [0.023, 0.081, -0.053], [-0.007, -0.028, 0.085], [-0.013, -0.040, 0.064], [-0.049, -0.058, 0.031], [-0.020, -0.047, -0.022], [-0.115, 0.019, 0.085], [0.556, -0.119, -0.398], [-0.254, 0.016, -0.078], [0.122, 0.056, 0.241], [0.063, -0.030, -0.079], [-0.163, -0.046, -0.151], [-0.010, 0.022, 0.263], [0.021, 0.006, 0.050], [-0.038, -0.009, 0.081], [-0.060, 0.014, 0.046], [-0.078, 0.021, -0.004], [-0.041, -0.010, -0.030], [-0.153, 0.133, -0.044], [0.504, -0.612, 0.200], [-0.215, 0.031, -0.164], [0.105, 0.168, 0.169], [0.044, -0.099, -0.001], [-0.159, -0.094, -0.171], [-0.037, 0.291, 0.097], [0.026, 0.039, 0.021], [-0.029, 0.073, 0.025], [-0.045, 0.061, -0.011], [-0.057, 0.034, -0.049], [-0.055, 0.005, -0.036]], "mulliken_charge": [-0.692, -0.113, -0.384, -0.180, 0.707, -0.163, -0.513, -0.667, -0.064, -0.465, -0.423, 0.783, -1.261, 0.577, -0.360, 0.227, -0.698, 0.166, -0.628, 0.840, 0.411, 0.079, 0.110, -0.203, 0.394, 0.312, -0.393, 0.849, 0.434, 0.269, 0.324, 0.033, 0.343, -0.414, 0.269, 0.287, 0.326, -0.320, 0.362, -0.633, -0.318, -0.364, -0.644, -0.189, 0.482, 0.421, 0.321, 0.414, 0.387, -0.284, 0.253, -0.248, -0.421, -0.699, -0.608, -0.755, 0.556, 0.601, 0.411, 0.414, 0.818, -0.356, 0.403, -0.165, -0.531, -0.461, -0.415, -0.452, 0.423, 0.363, 0.365, 0.359, 0.419, -0.275, 0.512, -0.139, -0.572, -0.515, -0.452, -0.409, 0.249, 0.405, 0.377, 0.356, 0.413, -0.377, 0.292, -0.272, -0.442, -0.474, -0.406, -0.340, 0.433, 0.390, 0.388, 0.380, 0.429, -0.304, 0.137, -0.459, -0.465, -0.471, -0.580, 0.151, 0.435, 0.404, 0.389, 0.388, 0.399]}

---

Which formula does entry 2 have? C11H13FSe